The following is a DFT calculation (ωB97M-V/def2-TZVPD) of a structure of composition C48H55GeNO5S2Si3TeY.

Properties
expectation value of S²	0.760
HOMO (spin up / spin down)	-1.91 / -2.12	eV
Kohn-Sham gap (spin up / spin down)	5.6 / 5.0	eV

ORCA input file:
```
! RIJCOSX wB97M-V def2-TZVPD def2/J DEFGRID3
* xyz -2 2
Y 0.104 0.083 -0.062
O -2.701 2.225 5.612
C -2.187 1.802 4.423
C -2.781 0.791 3.679
C -2.212 0.448 2.468
N -1.128 1.047 1.992
C -0.532 1.977 2.730
C -1.025 2.394 3.952
C 0.747 2.546 2.134
O 1.362 3.391 2.774
O 1.033 2.064 0.985
C -2.771 -0.666 1.591
O -3.706 -1.330 2.026
O -2.185 -0.771 0.460
H -3.493 1.715 5.803
H -3.671 0.267 4.007
H -0.502 3.160 4.508
S -0.944 -0.678 -2.504
C -0.259 -2.180 -3.041
C -0.852 -2.849 -4.122
C -0.364 -4.055 -4.582
C 0.752 -4.627 -3.972
C 1.366 -3.974 -2.922
C 0.885 -2.746 -2.437
S 1.752 -1.969 -1.153
H -1.718 -2.395 -4.590
H -0.853 -4.555 -5.411
H 1.145 -5.575 -4.321
H 2.235 -4.401 -2.437
Te -2.803 1.640 -0.769
C -3.685 2.939 -2.256
C -4.105 4.231 -1.964
C -4.644 5.044 -2.953
C -4.764 4.574 -4.252
C -4.338 3.288 -4.558
C -3.801 2.482 -3.567
C -4.437 0.310 -1.083
C -4.449 -0.616 -2.116
C -5.540 -1.458 -2.280
C -6.613 -1.396 -1.402
C -6.593 -0.483 -0.359
C -5.511 0.371 -0.205
H -4.004 4.609 -0.953
H -4.969 6.049 -2.709
H -5.182 5.207 -5.026
H -4.409 2.918 -5.574
H -3.446 1.489 -3.813
H -3.589 -0.712 -2.766
H -5.543 -2.175 -3.093
H -7.453 -2.071 -1.519
H -7.415 -0.442 0.345
H -5.496 1.078 0.615
C 1.862 -5.959 3.706
C 2.739 -5.035 3.152
C 2.271 -3.847 2.616
C 0.904 -3.542 2.622
C 0.033 -4.498 3.159
C 0.501 -5.685 3.699
C 0.338 -2.323 2.013
C 0.956 -1.156 1.748
C 2.261 -0.793 2.292
C 3.368 -0.488 1.482
C 4.578 -0.111 2.038
C 4.717 0.017 3.414
C 3.622 -0.238 4.229
C 2.417 -0.641 3.679
H 2.232 -6.890 4.118
H 3.801 -5.250 3.124
H 2.964 -3.159 2.156
H -1.033 -4.295 3.143
H -0.199 -6.405 4.108
H -0.701 -2.455 1.710
H 3.283 -0.576 0.405
H 5.423 0.096 1.389
H 5.667 0.320 3.839
H 3.713 -0.133 5.304
H 1.567 -0.842 4.321
C -0.496 3.956 -3.495
Si 0.589 2.493 -4.051
C -0.507 1.431 -5.185
C 1.866 3.232 -5.271
Ge 1.603 1.485 -2.063
Si 2.346 3.531 -0.924
C 3.733 3.321 0.353
C 3.210 4.631 -2.250
C 0.930 4.709 -0.426
Si 3.604 0.557 -3.096
C 4.815 -0.505 -2.079
C 3.059 -0.510 -4.575
C 4.790 1.888 -3.793
H -1.098 4.369 -4.310
H 0.111 4.762 -3.074
H -1.183 3.633 -2.714
H -0.939 2.028 -5.996
H -1.318 0.985 -4.613
H 0.062 0.606 -5.622
H 1.384 3.863 -6.023
H 2.404 2.436 -5.793
H 2.607 3.838 -4.745
H 4.665 3.016 -0.133
H 3.470 2.580 1.104
H 3.909 4.266 0.874
H 4.084 4.145 -2.688
H 3.540 5.566 -1.784
H 2.521 4.886 -3.060
H -0.038 4.206 -0.481
H 0.896 5.589 -1.071
H 1.067 5.036 0.606
H 4.323 -1.390 -1.680
H 5.229 0.060 -1.238
H 5.651 -0.832 -2.706
H 2.248 -1.176 -4.263
H 3.874 -1.134 -4.954
H 2.687 0.104 -5.400
H 5.360 2.351 -2.983
H 4.252 2.681 -4.318
H 5.501 1.442 -4.495
*
```

Mulliken atomic charge list, values in e, 99 entries:
1. Y -1.8854
2. O -0.5984
3. C 1.0418
4. C -0.7037
5. C -0.0171
6. N 1.4210
7. C -0.5394
8. C -0.8723
9. C -0.1845
10. O -0.7821
11. O 0.3367
12. C -0.2343
13. O -0.8891
14. O -0.6570
15. H 0.3015
16. H 0.4427
17. H 0.5657
18. S 0.3378
19. C -0.2148
20. C -0.8366
21. C -0.6958
22. C -0.7017
23. C -0.7079
24. C 0.2929
25. S 0.0378
26. H 0.4041
27. H 0.3674
28. H 0.3215
29. H 0.4632
30. Te 0.5351
31. C 0.0737
32. C -0.1982
33. C -0.6370
34. C -0.4250
35. C -0.7803
36. C 0.1551
37. C 0.7632
38. C -0.0348
39. C -0.8251
40. C -0.4752
41. C -0.6133
42. C -0.5287
43. H 0.3551
44. H 0.3851
45. H 0.3528
46. H 0.3966
47. H 0.0579
48. H 0.0874
49. H 0.4048
50. H 0.3571
51. H 0.3801
52. H 0.3371
53. C -0.3697
54. C -0.8328
55. C -0.0865
56. C -0.0614
57. C -0.4720
58. C -0.6311
59. C -0.5244
60. C 0.8587
61. C 0.4603
62. C 1.7677
63. C -0.6618
64. C -0.6678
65. C -0.9851
66. C -0.0866
67. H 0.3615
68. H 0.3792
69. H 0.4306
70. H 0.4603
71. H 0.3625
72. H 0.2613
73. H -0.6144
74. H 0.3452
75. H 0.3629
76. H 0.3325
77. H 0.4219
78. C -0.5935
79. Si 0.5635
80. C -0.4442
81. C -1.2508
82. Ge 1.0877
83. Si 1.0561
84. C -1.0653
85. C -1.2252
86. C -1.2271
87. Si 0.6887
88. C -0.9640
89. C -0.7081
90. C -1.4050
91. H 0.4439
92. H 0.3843
93. H -0.2764
94. H 0.3929
95. H -0.2986
96. H 0.2157
97. H 0.3787
98. H 0.2683
99. H 0.3102

=====

The following is a DFT calculation (ωB97M-V/def2-TZVPD) of a cluster of 20 separate species, C46H118F3N10O28 in total.

Properties
HOMO	-7.00	eV
Kohn-Sham gap	8.4	eV

ORCA input file:
```
! RIJCOSX wB97M-V def2-TZVPD def2/J DEFGRID3
* xyz -1 1
C 1.215 -1.117 -0.221
O 0.161 -0.263 -0.642
O 2.278 -1.209 -1.229
C 1.797 -0.889 1.218
F 2.186 -1.992 1.868
F 2.742 -0.053 1.484
F 0.856 -0.282 1.964
C 0.399 1.148 -0.694
C -0.800 1.751 -1.346
H -0.619 2.790 -1.621
H -1.062 1.262 -2.284
H -1.772 1.807 -0.855
H 1.376 1.437 -1.082
H 0.458 1.474 0.344
H 0.693 -2.070 -0.302
C -6.086 1.757 -0.154
C -6.723 1.095 -1.368
C -7.316 -0.245 -0.874
C -7.963 -1.032 -1.984
C -8.739 -2.292 -1.525
C -10.076 -2.064 -0.812
H -6.935 2.064 0.456
H -5.536 2.655 -0.435
H -5.333 1.061 0.213
H -7.451 1.748 -1.849
H -5.919 0.911 -2.081
H -8.019 0.094 -0.114
H -6.562 -0.897 -0.432
H -8.701 -0.483 -2.568
H -7.171 -1.442 -2.612
H -8.854 -2.923 -2.406
H -8.134 -2.881 -0.836
H -10.624 -3.004 -0.869
H -9.930 -1.898 0.255
H -10.630 -1.260 -1.296
C 5.124 -3.519 -1.749
C 5.003 -2.720 -3.021
O 4.843 -1.316 -2.756
O 3.846 -3.731 -1.198
H 5.638 -2.941 -0.981
H 5.756 -4.391 -1.919
H 4.249 -3.167 -3.670
H 5.895 -2.516 -3.613
H 4.076 -1.173 -2.197
H 3.400 -2.888 -1.083
C -0.268 -4.101 -4.794
C -0.045 -4.116 -3.229
O -0.036 -5.458 -2.720
O 0.602 -5.108 -5.358
H -0.025 -3.067 -5.042
H -1.318 -4.335 -4.971
H -0.742 -3.612 -2.560
H 0.905 -3.612 -3.049
H 0.763 -5.960 -2.901
H 0.960 -5.713 -4.704
C -1.327 5.106 -4.265
C -0.008 4.393 -4.794
O 0.478 3.463 -3.902
O -1.741 6.188 -5.164
H -1.096 5.536 -3.291
H -2.151 4.430 -4.037
H 0.762 5.161 -4.869
H -0.220 3.903 -5.744
H 1.432 3.556 -3.849
H -1.115 6.336 -5.876
C -2.478 -2.923 0.112
C -3.608 -3.342 -0.850
O -4.896 -2.960 -0.324
O -2.237 -1.567 -0.135
H -1.592 -3.545 -0.014
H -2.908 -3.047 1.106
H -3.583 -4.403 -1.098
H -3.492 -2.893 -1.836
H -4.952 -2.015 -0.487
H -1.320 -1.473 -0.402
C 4.072 1.677 -2.010
C 3.736 3.147 -2.269
O 3.167 3.347 -3.585
O 5.337 1.287 -2.540
H 3.273 1.185 -2.563
H 3.946 1.409 -0.961
H 4.562 3.858 -2.239
H 2.971 3.560 -1.611
H 3.767 3.063 -4.279
H 5.392 0.342 -2.703
C -1.375 3.099 5.815
C -2.350 4.176 6.302
O -1.749 5.326 6.941
O -0.789 3.451 4.567
H -2.011 2.217 5.746
H -0.701 2.856 6.637
H -2.974 3.845 7.132
H -2.926 4.510 5.439
H -1.089 5.660 6.329
H -0.078 4.069 4.752
C 3.792 -6.820 -3.254
C 2.803 -7.952 -3.609
O 1.978 -7.445 -4.730
O 3.075 -5.625 -2.796
H 4.447 -6.528 -4.075
H 4.361 -7.355 -2.493
H 2.321 -8.311 -2.699
H 3.435 -8.709 -4.072
H 1.241 -8.012 -4.968
H 3.315 -5.373 -1.901
C 6.048 -4.414 5.664
C 5.818 -3.344 4.568
O 6.591 -2.276 4.935
O 6.166 -3.934 6.984
H 6.938 -4.984 5.397
H 5.209 -5.107 5.617
H 4.800 -2.971 4.456
H 6.097 -3.768 3.603
H 6.592 -2.276 5.895
H 5.591 -4.430 7.571
O 1.528 4.414 3.323
C 2.027 3.537 2.646
N 1.462 2.368 2.695
C 3.300 3.697 1.835
H 2.046 1.638 2.313
H 0.651 2.162 3.260
H 3.840 2.750 1.854
H 3.824 4.405 2.477
H 3.055 3.986 0.813
O -3.769 4.263 0.750
C -3.115 3.930 1.694
N -2.335 4.737 2.424
C -3.236 2.483 2.222
H -2.333 5.555 1.831
H -1.509 4.406 2.901
H -3.133 2.442 3.306
H -2.344 2.026 1.794
H -4.266 2.127 2.197
O -4.907 8.048 -1.706
C -4.983 6.903 -1.282
N -4.276 5.852 -1.604
C -6.076 6.521 -0.204
H -3.509 5.960 -2.253
H -4.507 4.973 -1.164
H -6.578 7.427 0.137
H -5.665 5.978 0.647
H -6.901 5.845 -0.429
O -0.737 7.253 0.972
C -0.251 7.077 -0.176
N -1.033 7.155 -1.217
C 1.082 6.670 -0.365
H -1.940 7.527 -0.970
H -0.616 7.241 -2.133
H 1.426 7.169 -1.271
H 1.295 5.714 -0.843
H 1.882 6.868 0.347
O -3.632 -0.675 -5.808
C -3.219 -0.150 -4.778
N -2.311 -0.765 -4.080
C -3.516 1.324 -4.472
H -1.959 -1.692 -4.266
H -2.105 -0.382 -3.168
H -3.503 1.842 -5.431
H -2.848 1.858 -3.797
H -4.385 1.396 -3.817
O 7.213 2.600 2.495
C 7.102 1.463 2.920
N 6.666 0.490 2.056
C 7.533 1.136 4.312
H 6.255 0.799 1.187
H 6.891 -0.447 2.360
H 8.524 1.522 4.550
H 7.693 0.068 4.464
H 6.867 1.550 5.069
O -1.559 -3.986 6.224
C -1.496 -3.155 5.369
N -1.209 -1.974 5.686
C -1.844 -3.490 3.862
H -1.003 -1.873 6.669
H -0.719 -1.425 4.995
H -1.412 -2.641 3.331
H -2.881 -3.565 3.533
H -1.368 -4.415 3.538
O 0.773 0.358 7.642
C 1.640 0.064 6.834
N 2.143 1.044 6.081
C 2.160 -1.328 6.659
H 1.602 1.897 6.050
H 2.964 0.894 5.514
H 3.154 -1.388 6.216
H 1.451 -1.974 6.141
H 2.069 -1.745 7.662
O 1.024 -0.038 -6.556
C 1.425 -0.545 -5.502
N 0.767 -0.461 -4.405
C 2.697 -1.319 -5.499
H 1.120 -0.873 -3.553
H -0.116 0.017 -4.514
H 2.751 -2.090 -4.731
H 3.582 -0.682 -5.493
H 2.700 -1.721 -6.512
O 1.242 -5.765 2.734
C 1.457 -5.682 1.544
N 2.694 -5.230 1.119
C 0.362 -5.925 0.569
H 2.873 -5.012 0.149
H 3.373 -4.936 1.806
H -0.035 -6.940 0.541
H 0.751 -5.558 -0.381
H -0.381 -5.246 0.987
*
```

Mulliken atomic charge list, values in e, 99 entries:
1. C 0.3892
2. O 0.6000
3. O 0.3371
4. C 0.0426
5. F -0.1861
6. F -0.4281
7. F -0.3469
8. C 1.0231
9. C -0.7663
10. H 0.4813
11. H -0.5769
12. H 0.1832
13. H -0.7335
14. H -0.2681
15. H -0.1083
16. C -0.7158
17. C 0.1417
18. C -0.5327
19. C -0.4203
20. C -0.4743
21. C -1.2470
22. H 0.3761
23. H 0.0327
24. H 0.1522
25. H 0.5262
26. H -0.3163
27. H 0.3360
28. H 0.0118
29. H 0.3379
30. H 0.2400
31. H 0.4581
32. H 0.1636
33. H 0.4030
34. H 0.3017
35. H 0.2936
36. C -0.6551
37. C -0.4068
38. O -0.5215
39. O -0.2545
40. H 0.3308
41. H 0.4810
42. H 0.0048
43. H 0.3171
44. H 0.2935
45. H -0.0241
46. C -0.1112
47. C 0.5300
48. O -0.7021
49. O -0.5791
50. H 0.1828
51. H 0.2894
52. H -0.0552
53. H -0.1870
54. H 0.1663
55. H 0.2724
56. C 0.7251
57. C -0.8033
58. O -0.1249
59. O -0.5564
60. H -0.4871
61. H 0.0704
62. H 0.4911
63. H 0.2836
64. H 0.1212
65. H 0.3158
66. C 0.7180
67. C -0.5788
68. O -0.5685
69. O -0.0684
70. H -0.1705
71. H 0.0389
72. H 0.4410
73. H 0.1995
74. H 0.1136
75. H -0.2514
76. C 0.2989
77. C 0.2315
78. O -0.6169
79. O -0.7497
80. H -0.0520
81. H -0.0302
82. H 0.4070
83. H -0.4012
84. H 0.2630
85. H 0.5380
86. C -0.5414
87. C -0.4924
88. O -0.5522
89. O -0.3187
90. H 0.3417
91. H 0.2808
92. H 0.4199
93. H 0.2326
94. H 0.3077
95. H 0.2084
96. C -0.4476
97. C -0.6682
98. O -0.5359
99. O -0.0440

=====

The following is a DFT calculation (ωB97M-V/def2-TZVPD) of the molecule C6H10IN.

Properties
HOMO (spin up / spin down)	-7.34 / -8.80	eV
Kohn-Sham gap (spin up / spin down)	6.6 / 8.8	eV

ORCA input file:
```
! RIJCOSX wB97M-V def2-TZVPD def2/J DEFGRID3
* xyz 0 1
C -0.377 -1.529 0.200
C -0.854 -0.532 -0.882
C -0.717 1.732 0.942
C -0.307 2.175 -0.445
C 1.133 -1.768 0.069
C -0.837 0.849 -0.244
N 1.807 -0.958 0.960
I 2.822 0.679 0.417
H -0.690 -1.269 1.220
H -0.769 -2.498 -0.041
H -0.152 -0.610 -1.702
H -1.903 -0.668 -1.083
H 0.196 1.574 1.545
H -1.670 1.956 1.531
H -1.080 2.801 -0.900
H 0.848 2.394 -0.775
H 1.281 -2.821 0.198
H 1.268 -1.507 -1.009
*
```

Mulliken charges, unit e, in atom order:
1. C -0.6330
2. C -0.5321
3. C -0.2639
4. C -0.3962
5. C -0.2739
6. C -0.0398
7. N -0.6060
8. I 0.1385
9. H 0.3871
10. H 0.4184
11. H 0.3394
12. H 0.3080
13. H 0.1150
14. H 0.1980
15. H 0.2528
16. H -0.0336
17. H 0.3611
18. H 0.2602

=====

| no. | largest force on an atom (Eh/bohr) | E (Eh) |
| --- | --- | --- |
| 1 | 0.0385 | -6341.47834 |
| 2 | 0.1362 | -4777.36764 |
| 3 | 0.0686 | -586.83341 |